{
  "formula": "C4H14N2OS",
  "method": "ωB97M-V/def2-TZVPD",
  "elements": ["N", "C", "C", "S", "C", "N", "C", "H", "H", "H", "H", "H", "H", "H", "H", "H", "H", "H", "H", "H", "H", "O"],
  "xyz": [[-0.7353, -0.0806, 0.8259], [0.0619, 0.9924, 0.1968], [-0.6805, 2.3264, 0.1251], [-2.1662, 2.1249, 2.7730], [0.5760, 0.6095, -1.2070], [1.6162, -0.3992, -1.1803], [1.2008, -1.7886, -1.2819], [-1.6649, -0.0583, 0.3957], [-0.9924, 0.2984, 1.7469], [0.9398, 1.1315, 0.8283], [-1.4288, 2.3296, -0.6717], [0.0070, 3.1575, -0.0487], [-1.2305, 2.5287, 1.0752], [-0.2865, 0.2952, -1.8241], [0.9816, 1.5078, -1.6659], [2.3265, -0.2350, -1.8751], [0.5153, -2.0356, -0.4832], [0.7337, -2.0596, -2.2356], [2.0798, -2.4247, -1.1529], [-0.6832, -1.9780, 1.6347], [-0.7292, -3.3115, 2.4265], [-0.4412, -2.9308, 1.5983]],
  "atomic_forces_ev_per_a": [[-0.68, 0.91, 0.06], [0.16, -0.17, 0.27], [0.29, -0.45, -0.77], [0.33, 0.21, -0.65], [-0.25, -0.33, 0.04], [0.13, -0.07, 0.09], [0.10, -0.19, 0.19], [0.21, -0.34, -0.34], [0.36, -0.33, 0.07], [0.08, -0.08, -0.01], [-0.15, 0.01, 0.18], [-0.16, 0.06, 0.24], [-0.30, 0.16, 0.76], [0.03, 0.08, 0.08], [0.06, 0.14, -0.06], [-0.02, 0.33, -0.06], [-0.13, -0.05, 0.15], [-0.10, 0.14, -0.14], [-0.06, 0.04, -0.01], [0.39, -0.63, -0.25], [-0.08, -0.10, 0.24], [-0.19, 0.64, -0.09]],
  "nbo_charge": [-0.838, -0.076, -0.501, -0.154, -0.211, -0.625, -0.422, 0.351, 0.373, 0.203, 0.218, 0.231, 0.155, 0.165, 0.197, 0.358, 0.227, 0.157, 0.201, 0.492, 0.463, -0.965],
  "total_charge": 0,
  "gap_ev": 5.344,
  "largest_force_ev_per_a": 1.1,
  "total_energy_ha": -743.59267
}

---

{
  "formula": "C37H34IrN3O3S3Si",
  "method": "ωB97M-V/def2-TZVPD",
  "elements": ["Ir", "O", "C", "C", "C", "C", "C", "C", "C", "N", "C", "C", "N", "H", "H", "H", "H", "H", "H", "H", "C", "Si", "C", "C", "N", "C", "C", "C", "C", "C", "C", "O", "C", "C", "C", "C", "C", "C", "H", "H", "H", "H", "H", "H", "H", "H", "H", "H", "H", "H", "H", "H", "H", "H", "H", "H", "O", "C", "C", "C", "C", "C", "S", "C", "C", "C", "C", "S", "C", "C", "C", "C", "S", "H", "H", "H", "H", "H", "H", "H", "H", "H"],
  "xyz": [[0.2887, -0.2049, -0.2700], [0.4895, -1.5224, 1.5190], [0.2487, -1.2920, 2.7455], [-0.0615, -2.4042, 3.5831], [-0.3173, -2.2607, 4.9164], [-0.2640, -0.9956, 5.5074], [0.0332, 0.1048, 4.7383], [0.2899, 0.0084, 3.3643], [0.6373, 1.1831, 2.6098], [0.9467, 1.2602, 1.3106], [1.2585, 2.5565, 1.0382], [1.1340, 3.2948, 2.1766], [0.7453, 2.4260, 3.1512], [-0.0980, -3.3649, 3.0952], [-0.5596, -3.1218, 5.5182], [-0.4523, -0.8815, 6.5627], [0.0631, 1.0649, 5.2303], [1.5574, 2.8527, 0.0530], [1.2853, 4.3377, 2.3585], [0.5578, 2.6725, 4.1090], [-0.8091, 2.4409, -2.2197], [0.3443, 1.2783, -3.1955], [1.0200, 2.3816, -4.6023], [-0.3391, -0.3388, -3.9565], [1.4583, 0.6267, -2.0008], [2.7448, 0.3369, -2.1659], [3.5358, 0.7945, -3.2495], [4.8663, 0.4868, -3.3511], [5.4910, -0.2999, -2.3861], [4.7621, -0.7833, -1.3160], [3.4148, -0.4821, -1.1987], [2.6271, -0.9989, -0.2235], [3.2441, -1.5782, 0.8783], [3.0531, -2.9314, 1.1069], [3.6486, -3.5209, 2.2062], [4.4248, -2.7647, 3.0680], [4.6051, -1.4117, 2.8345], [4.0138, -0.8080, 1.7401], [-1.5591, 2.8687, -2.8770], [-0.2500, 3.2606, -1.7751], [-1.3276, 1.9202, -1.4235], [0.1843, 2.8764, -5.0878], [1.5468, 1.8254, -5.3713], [1.6803, 3.1606, -4.2317], [-1.2029, -0.1398, -4.5817], [-0.6360, -1.0321, -3.1728], [0.4149, -0.8332, -4.5667], [3.0716, 1.4023, -4.0000], [5.4333, 0.8545, -4.1911], [6.5357, -0.5453, -2.4799], [5.2387, -1.4128, -0.5806], [2.4433, -3.4952, 0.4199], [3.5169, -4.5758, 2.3819], [4.8921, -3.2290, 3.9210], [5.2167, -0.8249, 3.5010], [4.1467, 0.2455, 1.5424], [-1.7157, -0.3171, -0.6608], [-3.0724, -0.1871, -0.5862], [-3.4995, 1.0442, 0.1939], [-2.7107, 1.8697, 0.9370], [-3.4259, 2.9636, 1.4695], [-4.7460, 2.9353, 1.1446], [-5.1496, 1.5715, 0.1869], [-3.6798, -1.3629, 0.1554], [-3.1311, -2.0597, 1.1939], [-3.9602, -3.1098, 1.6322], [-5.1325, -3.1794, 0.9413], [-5.2525, -1.9670, -0.2583], [-3.5791, -0.0992, -2.0113], [-3.8922, 1.0070, -2.7446], [-4.1622, 0.7005, -4.0952], [-4.0296, -0.6239, -4.3710], [-3.5688, -1.5284, -2.9894], [-1.6555, 1.6938, 1.0673], [-2.9813, 3.7388, 2.0653], [-5.5116, 3.6418, 1.3969], [-2.1638, -1.8427, 1.6096], [-3.6928, -3.7855, 2.4228], [-5.9307, -3.8851, 1.0527], [-3.9667, 2.0010, -2.3393], [-4.4443, 1.4416, -4.8207], [-4.1799, -1.1282, -5.3055]],
  "atomic_forces_ev_per_a": [[0.19, 0.13, 0.46], [-0.18, -0.03, -2.25], [-0.15, 0.68, 1.65], [-0.03, 0.36, -0.42], [0.02, 0.25, 0.14], [-0.04, 0.06, 0.16], [-0.07, -0.22, -0.05], [-0.18, -1.06, -0.01], [0.24, 0.17, -0.45], [-0.37, -0.55, 0.28], [0.03, 0.57, 0.36], [0.20, 0.28, -0.70], [-0.14, -0.32, 0.14], [0.05, -0.20, -0.05], [-0.01, -0.15, 0.09], [-0.03, 0.03, 0.10], [0.02, 0.15, 0.09], [0.03, 0.15, -0.16], [0.06, 0.20, 0.08], [0.08, -0.10, -0.10], [0.28, -0.72, -0.30], [-0.82, 0.42, -0.95], [-0.01, -0.50, 0.54], [0.10, 0.78, 0.48], [-0.33, -0.40, 0.94], [0.40, -0.21, 0.39], [0.21, -0.05, -0.03], [-0.07, 0.15, -0.22], [-0.19, 0.01, 0.07], [-0.04, -0.14, 0.14], [0.21, -0.09, -0.20], [0.14, 0.30, -0.18], [0.41, -0.43, 0.80], [0.00, 0.35, -0.33], [0.04, 0.02, 0.00], [0.02, -0.01, 0.06], [0.02, -0.04, 0.03], [-0.34, 0.02, -0.35], [-0.11, 0.09, -0.21], [0.22, 0.11, -0.02], [-0.07, -0.04, 0.10], [-0.26, 0.05, -0.01], [0.08, -0.12, -0.12], [0.10, 0.16, 0.09], [-0.20, 0.03, -0.15], [-0.08, -0.02, 0.08], [0.19, 0.11, -0.05], [-0.05, 0.13, -0.14], [0.06, 0.06, -0.10], [0.14, -0.04, 0.02], [-0.01, -0.03, 0.05], [-0.10, -0.09, -0.06], [-0.05, -0.14, 0.04], [0.06, -0.06, 0.11], [0.05, 0.09, 0.09], [0.00, 0.12, -0.01], [0.38, -0.44, 0.34], [0.49, 0.15, -0.72], [-0.64, -0.65, -0.01], [0.22, 0.12, 0.32], [0.33, -0.11, 0.02], [-0.41, -0.49, -0.30], [0.10, 0.40, 0.29], [-0.96, 1.26, -1.24], [0.12, -1.52, 1.63], [1.62, 0.62, 0.46], [-0.73, 0.60, -0.85], [-0.25, -0.10, 0.01], [-0.16, -0.32, -0.08], [-0.09, -0.27, 0.30], [0.03, -0.14, -0.28], [0.06, -0.11, 0.14], [-0.10, 0.54, -0.19], [0.15, 0.01, 0.02], [0.10, 0.18, 0.08], [-0.13, 0.18, 0.12], [0.30, 0.10, 0.04], [0.06, -0.15, 0.15], [-0.19, -0.25, 0.11], [0.09, 0.11, 0.08], [-0.07, 0.07, -0.19], [-0.05, -0.06, -0.20]],
  "lowdin_spin": [2.460, 0.119, 0.011, 0.009, 0.000, 0.007, -0.001, 0.007, 0.007, 0.084, 0.004, 0.006, 0.004, 0.000, 0.000, 0.000, 0.000, 0.001, 0.001, 0.001, 0.007, 0.048, 0.004, 0.021, 0.431, 0.056, 0.100, 0.003, 0.147, -0.014, 0.125, 0.105, 0.003, 0.004, 0.000, 0.004, 0.000, 0.004, 0.001, 0.000, 0.001, 0.000, 0.000, 0.000, 0.002, 0.003, 0.000, 0.004, -0.003, 0.008, -0.004, 0.000, 0.000, 0.000, 0.000, 0.000, 0.207, 0.037, 0.088, 0.044, 0.025, 0.073, 0.012, 0.245, 0.132, 0.063, 0.251, 0.008, 0.003, 0.006, 0.001, 0.005, 0.005, 0.000, 0.000, 0.003, 0.001, -0.001, 0.011, 0.001, 0.000, 0.000],
  "total_charge": 1,
  "gap_ev": [6.716, 2.780],
  "largest_force_ev_per_a": 2.3,
  "total_energy_ha": -3408.37032,
  "s2": 8.809,
  "multiplicity": 6
}

---

Q: Number 1 is which compound?
A: C4H14N2OS